{
  "formula": "C4H8N2S",
  "method": "ωB97M-V/def2-TZVPD",
  "species": ["C", "C", "C", "N", "H", "H", "H", "H", "H", "H", "H", "N", "C", "S", "H"],
  "positions_angstrom": [[-2.14544, 0.40311, -0.13180], [-1.06778, -0.56726, 0.34458], [-0.17341, -0.25762, 1.51471], [0.29688, -0.22658, 0.14799], [-3.16718, 0.14071, -0.14563], [-1.73580, 0.77698, -1.05682], [-2.15923, 1.14196, 0.78516], [-1.28515, -1.64406, 0.23885], [-0.20476, 0.70597, 1.99457], [0.17787, -1.01481, 2.15899], [0.85471, -1.00524, -0.27914], [2.48699, -0.03881, -2.06723], [2.66989, 0.47230, -0.98159], [3.40145, 0.79344, 0.39155], [2.05094, 0.31991, -2.91418]],
  "atomic_forces_ev_per_a": [[1.995, 1.615, 3.074], [-1.331, -1.594, 0.848], [-0.074, -0.089, -0.809], [1.045, 0.016, -1.790], [-0.909, -1.150, -0.497], [-0.519, 0.795, -0.231], [0.152, -0.400, -2.353], [-0.048, 0.486, 0.052], [-0.150, 0.345, -0.097], [0.156, -1.022, 0.556], [-0.671, 0.856, 1.333], [-0.670, 0.904, 0.368], [1.779, -0.859, -0.542], [-0.848, 0.225, -0.470], [0.094, -0.127, 0.557]],
  "gap_ev": 9.83,
  "e_homo_ev": -9.214,
  "de_lowest_kcal_mol": 69.9,
  "smiles": "C[C@@H]1CN1.N=C=S",
  "total_charge": 0
}